[1]
Here is an isolated molecule of C3H7OPS2 at a distorted geometry from the OMol25 dataset. Energies are from ωB97M-V with the def2-TZVPD basis set.

ORCA input file:
```
! wB97M-V def2-TZVPD RIJCOSX def2/J DEFGRID3
* xyz 0 1
C -1.2933 1.0981 0.0604
C -0.0050 1.2137 -0.9255
C 0.4398 -2.0280 0.5639
O -1.7691 -0.0820 0.2310
P 2.4423 0.0937 0.5343
S 1.3899 1.7468 0.0188
S 1.7399 -1.4258 -0.6921
H -1.1074 1.6146 1.0958
H -2.0670 1.8674 -0.3396
H 0.0002 0.1378 -1.3668
H -0.2824 2.0143 -1.6169
H -0.6583 -1.5714 0.3597
H 0.6228 -1.6339 1.4855
H 0.5475 -3.0454 0.5914
*
```

Summary:
- E_HOMO: -7.7 eV
- Lowest unoccupied orbital energy: -2.62 eV
- Energy relative to the best compared isomer or geometry (same formula, charge and spin): 517.91 kJ/mol
- Calculated total energy: -1331.32121 Eh
- HOMO-LUMO gap: 0.186 Ha

[2]
Here is an isolated molecule of C5H4 from the OMol25 dataset. Energies are from ωB97M-V with the def2-TZVPD basis set.

ORCA input file:
```
! wB97M-V def2-TZVPD RIJCOSX def2/J DEFGRID3
* xyz 0 1
C -1.8014 0.2761 -0.3473
C 1.7161 -0.6530 -0.1800
C 0.6418 0.2033 0.5504
C -0.5890 0.2615 0.0952
C 2.2600 0.5017 -0.2876
H -2.4770 -0.5561 -0.2246
H -2.2029 1.1499 -0.8375
H 1.6186 -1.7069 -0.3357
H 0.8338 0.5235 1.5671
*
```

Summary:
- E_HOMO: -9.7 eV
- Lowest unoccupied orbital energy: 0.14 eV
- Energy relative to the best compared isomer or geometry (same formula, charge and spin): 233.83 kJ/mol
- Calculated total energy: -192.70507 Eh
- HOMO-LUMO gap: 0.363 Ha

[3]
Here is an isolated molecule of C9H18ClFN2O3S at a distorted geometry from the OMol25 dataset. Energies are from ωB97M-V with the def2-TZVPD basis set.

ORCA input file:
```
! wB97M-V def2-TZVPD RIJCOSX def2/J DEFGRID3
* xyz 0 1
C 3.7280 -0.8686 1.3000
C 3.8665 -0.1778 -0.1834
O 4.4346 -0.7982 -1.2397
N 3.3664 1.2574 -0.4505
C 2.0423 1.1463 -1.2234
C 0.9104 2.2366 -0.7571
C -0.6416 1.6129 -0.7356
C -0.8683 1.0372 0.7820
N -2.1309 0.2301 0.9836
C -2.3123 -0.8562 -0.0528
C -0.9757 -1.7850 -0.3063
C -1.4676 -3.2612 -0.8360
Cl -1.4152 -4.5698 0.5152
S -3.5524 1.2222 1.1914
O -3.3800 2.3591 2.2643
O -4.1567 1.7624 -0.1308
F -4.7744 0.1671 1.8654
H 3.4793 -2.0320 1.2153
H 4.7192 -0.7148 1.9330
H 2.8286 -0.3074 1.8461
H 3.2115 1.6933 0.4855
H 1.6283 0.0576 -0.9996
H 2.2432 1.2514 -2.3913
H 1.1566 2.5448 0.3694
H 0.9409 3.2407 -1.3702
H -0.6851 0.8115 -1.5871
H -1.3383 2.5291 -1.0208
H 0.0673 0.4104 1.1308
H -0.9086 1.9753 1.5190
H -2.7665 -0.4537 -1.0790
H -3.1492 -1.5919 0.3745
H -0.3482 -1.3047 -1.1766
H -0.3948 -1.8819 0.7079
H -0.7737 -3.6907 -1.7003
H -2.5835 -3.2516 -1.2429
*
```

Summary:
- E_HOMO: -10.2 eV
- Lowest unoccupied orbital energy: -0.58 eV
- Calculated total energy: -1646.94947 Eh
- HOMO-LUMO gap: 0.352 Ha

[4]
Here is a cluster of 2 separate species, C6H12 in total from the OMol25 dataset. Energies are from ωB97M-V with the def2-TZVPD basis set.

ORCA input file:
```
! wB97M-V def2-TZVPD RIJCOSX def2/J DEFGRID3
* xyz 0 1
C 1.6410 -0.3387 0.9523
C 0.5541 0.1103 0.0140
C -0.2877 1.3041 0.4207
C -1.6925 0.6994 0.3749
C -1.6173 -0.3695 -0.7446
C -0.1371 -0.5848 -0.9077
H 1.0781 -0.5282 1.8797
H 2.4134 0.3951 1.2026
H 2.1068 -1.2855 0.6793
H 2.2968 -0.6991 -1.3833
H -0.1652 2.0916 -0.3373
H -0.0055 1.7285 1.3890
H -1.8537 0.2169 1.3460
H -2.4969 1.4198 0.2195
H -2.0136 -1.3274 -0.3721
H -2.1825 -0.1317 -1.6521
H 2.1205 -1.4164 -1.4438
H 0.2414 -1.2844 -1.6371
*
```

Summary:
- E_HOMO: -8.3 eV
- Lowest unoccupied orbital energy: 1.20 eV
- Energy relative to the best compared isomer or geometry (same formula, charge and spin): 261.44 kJ/mol
- Calculated total energy: -235.71865 Eh
- HOMO-LUMO gap: 0.349 Ha

[5]
Here is an isolated molecule of C15H16FN5O2S at a distorted geometry from the OMol25 dataset. Energies are from ωB97M-V with the def2-TZVPD basis set.

ORCA input file:
```
! wB97M-V def2-TZVPD RIJCOSX def2/J DEFGRID3
* xyz 0 1
O -6.1475 -1.3250 -2.1982
O -3.7832 -0.9840 -2.8842
F 4.4798 3.4148 -0.7769
N 1.3233 -1.3749 1.9581
N 0.1402 -1.7350 2.1654
N 1.9410 0.5712 -3.0769
C 2.5487 0.4620 -1.9640
C 1.7577 -0.7400 -3.5379
C 0.3190 -1.0093 0.0978
C 2.2176 -1.6203 -2.5680
C 1.5253 -1.2213 0.5855
C -4.1373 -2.1548 1.7761
C -2.7457 -1.9872 2.0340
C -4.8173 -1.6116 0.6693
C -2.7043 -0.8106 -0.1162
C -1.9935 -1.2593 1.0611
C -4.0912 -0.9806 -0.3198
N -0.5746 -1.3009 1.0838
N 2.6804 -0.8178 -1.5149
C 2.8417 -1.3122 -0.1100
C 4.2747 2.1983 -1.3001
C 2.8179 1.6691 -1.1671
C -5.2670 1.1322 -1.7802
S -4.8588 -0.6296 -1.9232
H 1.2351 -1.0595 -4.4321
H -0.0817 -0.9888 -0.9625
H 2.1173 -2.7142 -2.6521
H -4.7440 -2.6564 2.4889
H -2.2579 -2.4416 2.8677
H -5.9054 -1.6037 0.6584
H -2.1639 -0.1583 -0.8359
H 3.6274 -0.8289 0.4556
H 3.0785 -2.3858 -0.2213
H 5.0306 1.4917 -0.8943
H 4.5466 2.3507 -2.3739
H 2.6079 1.2910 -0.0821
H 2.0760 2.4657 -1.5034
H -5.0187 1.6025 -2.7194
H -6.3357 1.0940 -1.6383
H -4.7769 1.6144 -0.9450
*
```

Summary:
- E_HOMO: -9.0 eV
- Lowest unoccupied orbital energy: -0.12 eV
- Energy relative to the best compared isomer or geometry (same formula, charge and spin): 434.22 kJ/mol
- Calculated total energy: -1503.37636 Eh
- HOMO-LUMO gap: 0.325 Ha

[6]
Here is an isolated molecule of ClH3NO2P at a distorted geometry from the OMol25 dataset. Energies are from ωB97M-V with the def2-TZVPD basis set.

ORCA input file:
```
! wB97M-V def2-TZVPD RIJCOSX def2/J DEFGRID3
* xyz 0 1
N 0.6760 0.1230 -1.4362
O 0.3818 -1.2171 0.6827
O 0.0697 1.1739 1.0793
P -0.0628 0.0907 -0.1174
Cl -2.1597 -0.1286 -0.0076
H 0.8732 1.0110 -1.8683
H 0.6350 -1.7684 -0.0056
H -0.4132 0.7155 1.6731
*
```

Summary:
- E_HOMO: -10.5 eV
- Lowest unoccupied orbital energy: 0.48 eV
- Energy relative to the best compared isomer or geometry (same formula, charge and spin): 26.46 kJ/mol
- Calculated total energy: -1008.64296 Eh
- HOMO-LUMO gap: 0.402 Ha

[7]
Here is a structure of composition C30H23BBiN3O2S from the OMol25 dataset. Energies are from ωB97M-V with the def2-TZVPD basis set.

ORCA input file:
```
! wB97M-V def2-TZVPD RIJCOSX def2/J DEFGRID3
* xyz 0 1
Bi 1.4523 -1.3462 1.4827
C 2.7966 -0.8729 -0.3060
C 2.4949 0.3370 -1.1113
C 3.0860 1.5705 -0.8308
C 2.8567 2.6737 -1.6316
C 2.0268 2.5588 -2.7451
C 1.4160 1.3396 -3.0288
C 1.6432 0.2489 -2.2135
C 1.8106 3.6808 -3.6128
N 1.6480 4.5676 -4.3243
H 3.7939 -0.8221 0.1284
H 2.7325 -1.7567 -0.9353
H 3.7431 1.6613 0.0263
H 3.3215 3.6247 -1.4087
H 0.7674 1.2567 -3.8899
H 1.1583 -0.6932 -2.4317
O -0.9361 -0.6139 -0.7594
B -0.5646 -0.6667 0.5772
O -1.6563 -0.4330 1.4104
C -2.7023 -0.1586 0.5646
C -4.0010 0.1700 0.8785
C -4.8634 0.3913 -0.1942
C -4.4294 0.2795 -1.5102
C -3.1118 -0.0599 -1.8151
C -2.2710 -0.2714 -0.7474
H -4.3279 0.2534 1.9043
H -5.8938 0.6544 0.0026
H -5.1282 0.4568 -2.3152
H -2.7633 -0.1532 -2.8334
N 0.8343 6.9172 1.4988
C 0.8494 6.2167 0.3498
S 1.1311 6.9081 -1.1093
C 0.6400 4.7477 0.5056
C 1.0359 4.0682 1.6534
C 0.8425 2.6992 1.7185
N 0.2916 1.9903 0.7402
C -0.0951 2.6439 -0.3520
C 0.0617 4.0094 -0.5178
H 0.9475 7.9159 1.4432
H 0.5017 6.5148 2.3581
H 1.5341 4.5701 2.4717
H 1.1516 2.1456 2.5977
H -0.5291 2.0429 -1.1394
H -0.2424 4.5014 -1.4307
C -2.1993 -5.6549 2.3958
C -1.9968 -4.3115 2.7726
C -0.9249 -3.6155 2.2928
C 0.0105 -4.2092 1.4076
C 1.1316 -3.4998 0.8771
C 1.9972 -4.1572 0.0489
C 1.7948 -5.5096 -0.3134
C 0.7203 -6.1942 0.1648
C -0.1976 -5.5623 1.0390
C -1.3175 -6.2617 1.5512
H -3.0508 -6.1998 2.7807
H -2.6954 -3.8303 3.4440
H -0.7942 -2.5868 2.6018
H 2.8733 -3.6613 -0.3505
H 2.5025 -5.9922 -0.9756
H 0.5529 -7.2280 -0.1116
H -1.4599 -7.2941 1.2566
*
```

Summary:
- E_HOMO: -8.1 eV
- Lowest unoccupied orbital energy: -0.36 eV
- Energy relative to the best compared isomer or geometry (same formula, charge and spin): 0.00 kJ/mol
- Calculated total energy: -2109.47374 Eh
- HOMO-LUMO gap: 0.285 Ha

[8]
Here is a cluster of 2 separate species, C7H14Si in total at a distorted geometry from the OMol25 dataset. Energies are from ωB97M-V with the def2-TZVPD basis set.

ORCA input file:
```
! wB97M-V def2-TZVPD RIJCOSX def2/J DEFGRID3
* xyz 0 1
C 1.5640 0.7044 1.1195
C 0.7706 -0.2075 0.7115
C 2.6609 1.2388 1.8756
C 1.8834 2.1030 0.8999
C -0.8955 1.2747 -1.0707
C -2.2934 -1.2197 0.4509
C -0.2898 -1.7870 -1.8245
Si -0.7032 -0.5676 -0.3744
H 0.9898 -1.5815 1.9194
H 2.5640 1.3393 2.9726
H 3.6485 0.9792 1.6571
H 2.6571 2.4449 0.1682
H 1.3350 2.8946 1.3803
H -1.4801 1.1601 -2.0659
H -1.3849 1.9028 -0.3753
H 0.1927 1.6961 -1.1593
H -2.3295 -1.6606 1.4701
H -3.0898 -0.3871 0.5924
H -2.6761 -2.0587 -0.2255
H -0.1362 -1.3202 -2.7577
H 0.5816 -2.1717 -1.4655
H -1.1158 -2.4693 -2.0615
*
```

Summary:
- E_HOMO: -8.6 eV
- Lowest unoccupied orbital energy: 0.70 eV
- Energy relative to the best compared isomer or geometry (same formula, charge and spin): 350.45 kJ/mol
- Calculated total energy: -564.41490 Eh
- HOMO-LUMO gap: 0.343 Ha

- The lowest HOMO-LUMO gap belongs to which entry?
  C3H7OPS2